Entry 1:
ORCA calculation (ωB97M-V/def2-TZVPD) on a cluster of 10 separate species, C6H32O9 in total in a non-equilibrium geometry.

As for the energy: -25166.00377 eV. The value obtained for the HOMO energy (spin up / spin down) is 0.3048 / -7.9789 eV. The spin multiplicity is 2. The net charge is -1. The expectation value of S² is 0.751.

Element x y z (Å)
C -0.6661 3.3655 -1.9239
C -0.5718 3.1296 -0.3357
C -0.8046 1.5715 -0.1309
C -1.4227 1.4517 1.3222
C -2.2706 0.1427 1.4410
C -0.2340 1.6108 2.2875
H 0.0999 4.1563 -2.3466
H -0.2913 2.5087 -2.5741
H -1.6409 3.3867 -2.5033
H -1.2159 3.8230 0.2444
H 0.5151 3.3183 -0.1621
H 0.1426 0.9118 -0.1603
H -1.5647 1.3092 -0.9433
H -2.0152 2.3324 1.5497
H -1.6513 -0.6565 0.9996
H -3.0678 0.3840 0.7507
H -2.6229 -0.0955 2.5799
H 0.0062 2.7246 2.1387
H -0.3566 1.6644 3.2757
H 0.6969 1.0271 2.2158
H 2.4898 -0.0744 -1.4850
H 1.8859 0.0003 -0.1472
O 2.6270 -0.1920 -0.5575
H 2.5966 0.7519 2.2307
H 3.0724 0.3959 3.5461
O 3.2354 0.0799 2.7227
H -1.9757 -3.4298 1.9091
H -0.4104 -3.7175 1.7948
O -1.3117 -4.0340 1.5604
H 0.9209 -1.8493 2.0884
H 1.4908 -3.1114 1.3927
O 0.8445 -2.8438 2.0642
H 2.8793 -2.1799 -0.3214
H 3.3492 -2.0206 1.1025
O 3.2739 -2.7602 0.4019
H -3.5338 0.7702 -1.7823
H -3.0603 1.9738 -0.7978
O -3.6853 1.6999 -1.5042
H 0.6780 -3.1527 -3.4383
H 0.2208 -2.5082 -2.2280
O 0.3505 -2.2997 -3.1905
H -0.8998 -3.7074 -0.1094
H -1.3874 -3.0243 -1.3248
O -0.5790 -3.4338 -0.9890
H 1.7821 -0.5766 -3.5442
H 2.0753 0.9009 -3.9460
O 2.0065 0.2764 -3.1730

Atomic partial charges in e from the Mulliken method, atoms 1 to 2:
1. C -1.060
2. C -0.485

Entry 2:
ORCA calculation (ωB97M-V/def2-TZVPD) on a structure of composition C6H33Hg2O12 in a non-equilibrium geometry.

As for the energy: -39661.32417 eV. The value obtained for the HOMO energy is -11.8668 eV. The net charge is +1.

Element x y z (Å)
Hg -1.7879 -2.4876 2.7956
Hg 1.4196 -0.6017 2.8829
C -0.6726 0.4144 -0.6517
C -0.1053 -0.7579 0.1753
O -0.5161 -0.6742 1.5375
H -1.7493 0.2421 -0.7045
H -0.2758 0.4890 -1.6656
H -0.5224 1.4211 -0.2584
H 0.9902 -0.6848 0.1345
H -0.3211 -1.6967 -0.3416
C 0.8887 3.1074 2.2413
C 2.1794 2.5900 2.8009
O 2.6284 1.4195 2.1908
H 0.1703 2.2962 2.4369
H 0.8576 3.3033 1.1709
H 0.4184 3.9248 2.7915
H 2.0412 2.3921 3.8669
H 3.0421 3.2307 2.5417
C 4.6109 -3.4121 0.9698
C 3.2135 -2.8795 1.2512
O 3.1744 -1.6067 1.8068
H 5.2122 -2.7450 0.3482
H 4.5758 -4.3841 0.4764
H 5.2256 -3.5406 1.8618
H 2.8369 -3.5520 2.0387
H 2.5457 -2.9851 0.3858
O 3.2451 0.2983 -0.8503
H 3.3205 -0.3525 -1.5567
H 2.6386 0.9617 -1.1989
O -2.9679 -1.9857 -1.7115
H -2.1382 -2.3632 -2.0194
H -3.0795 -1.1776 -2.2359
O -1.0083 -3.9757 1.1529
H -1.0388 -4.9121 0.9104
H -0.5568 -3.5417 0.4173
O 0.9355 1.9434 -4.4684
H 0.3662 1.2206 -4.1485
H 0.6059 2.1415 -5.3477
O -4.2646 0.6205 0.1986
H -3.4911 0.2624 0.6405
H -4.9230 0.7071 0.8947
O -3.4241 0.4921 -3.0938
H -3.4111 1.3044 -2.5696
H -4.3369 0.4126 -3.3976
O -1.1545 0.1588 -4.5952
H -1.4060 0.5051 -5.4573
H -1.9190 0.3498 -4.0178
O -1.7858 3.9118 0.5621
H -2.1036 3.0018 0.5686
H -1.2852 3.9977 1.3776
O -2.3514 1.4348 2.1573
H -1.6338 0.8190 1.9401
H -2.9128 0.9423 2.7648

Atomic partial charges in e from the Mulliken method, atoms 1 to 2:
1. Hg 0.836
2. Hg 1.158

Entry 3:
ORCA calculation (ωB97M-V/def2-TZVPD) on a cluster of 9 separate species, C6H33N2O8 in total in a non-equilibrium geometry.

As for the energy: -26110.88930 eV. The value obtained for the HOMO energy is -12.1370 eV. The net charge is +1. The value obtained for the energy above the lowest of the compared OMol25 structures with the same formula, charge and spin is 346.5 kJ/mol.

Element x y z (Å)
N -0.8780 0.5978 1.6891
C -1.6763 -0.3106 0.8100
C -3.1786 -0.2200 1.1504
C -1.3580 0.2473 -0.6136
N -0.9713 -0.6527 -1.6781
C -0.1191 -1.8604 -1.3800
C 0.6807 -2.0059 -2.6667
C -2.1891 -0.9225 -2.4760
H 0.1338 0.3303 1.8840
H -1.3094 0.8147 2.5968
H -0.6732 1.4891 1.2318
H -1.2125 -1.2887 0.7388
H -3.7039 0.3099 0.3639
H -3.6002 -1.2015 1.2067
H -3.2046 0.2100 2.1412
H -0.6130 1.0516 -0.5255
H -2.1379 0.9658 -0.8441
H -0.7390 -2.7430 -1.2203
H 0.4660 -1.7253 -0.4858
H 1.1413 -2.9564 -2.9659
H -0.0228 -1.9117 -3.5016
H 1.4283 -1.2223 -2.7405
H -2.5411 0.0575 -2.7962
H -2.9127 -1.5116 -1.8977
H -2.0653 -1.5132 -3.3829
H 1.5650 0.6894 -3.1477
H 0.0212 0.5731 -2.7258
O 0.8319 1.0906 -2.6615
H 3.0238 -2.3525 2.6760
H 2.6525 -1.1554 1.6769
O 2.7569 -2.1087 1.7877
H -2.5676 -2.8255 -0.4561
H -3.0342 -3.7082 0.8034
O -3.1076 -3.5461 -0.1351
H 1.7638 0.1837 0.5307
H 2.0840 1.2094 1.5686
O 1.6647 0.2999 1.4893
H -1.7258 2.3292 4.2030
H -0.1026 2.5108 4.1202
O -0.9325 2.3752 3.6663
H 3.4029 1.5568 -0.7357
H 4.9065 1.7831 -1.0051
O 4.2603 1.6525 -0.3039
H 3.5542 2.8350 1.3847
H 3.8242 2.1716 2.7135
O 3.0958 2.4408 2.1324
H 1.2355 2.2048 -1.3787
H 0.8289 3.3146 -0.4137
O 1.2540 2.4477 -0.4273

Atomic partial charges in e from the Mulliken method, atoms 1 to 2:
1. N -0.121
2. C 0.782

Entry 4:
ORCA calculation (ωB97M-V/def2-TZVPD) on a cluster of 10 separate species, C6H33NO10 in total in a non-equilibrium geometry.

As for the energy: -28719.19514 eV. The value obtained for the HOMO energy is -8.6598 eV. The value obtained for the energy above the lowest of the compared OMol25 structures with the same formula, charge and spin is 522.9 kJ/mol.

Element x y z (Å)
C 2.9801 -0.5806 -0.1840
C 1.8280 -1.5778 -0.1817
C 0.5696 -1.1530 -0.9339
N -0.5071 -0.4880 -0.0332
C -0.1435 0.6544 0.8172
C -1.3019 0.8994 1.8282
C -2.5986 1.2842 1.1741
O -3.5605 0.1375 1.2820
H 3.8161 -1.0663 0.2940
H 2.9534 0.3271 0.4025
H 3.1921 -0.3436 -1.1863
H 1.6729 -2.1023 0.8104
H 2.2807 -2.3814 -0.8081
H 0.8056 -0.4816 -1.7401
H -0.0149 -2.1732 -1.3008
H -1.3637 -0.3153 -0.5770
H 0.8006 0.6067 1.5721
H -0.1496 1.6164 0.1593
H -0.8470 1.5202 2.5356
H -1.4948 -0.0107 2.5632
H -3.2326 1.9536 1.6766
H -2.6767 1.5380 0.1128
H -3.1781 -0.5329 1.8973
O 0.2318 2.9596 -1.7629
H -0.0945 3.8370 -1.9974
H -0.3548 2.2447 -2.1084
O -2.1179 1.1360 -3.3747
H -2.7645 0.9857 -4.0038
H -2.2615 0.4313 -2.6089
O 0.9819 -1.9391 3.6428
H 1.6211 -1.6741 2.9949
H 1.3235 -1.7417 4.5557
O 2.9180 2.1058 -1.4292
H 2.0282 2.1448 -1.1040
H 2.8211 2.6128 -2.2972
O -3.0324 -0.6777 -1.6888
H -3.7683 -1.2462 -1.8949
H -3.2465 -0.3909 -0.7608
O 0.4634 1.3865 -4.0242
H 0.2938 0.5269 -4.5308
H -0.2183 2.0136 -3.9546
O 2.5588 1.7085 2.0913
H 2.7510 1.9994 1.1185
H 3.3071 1.4773 2.5138
O -1.3682 -1.9760 2.4124
H -0.3912 -1.7825 2.6428
H -1.4207 -1.7289 1.4953
O 0.0748 -4.2772 1.3637
H -0.8527 -3.9134 1.2409
H 0.6872 -3.5530 1.2884

Atomic partial charges in e from the Mulliken method, atoms 1 to 2:
1. C -1.242
2. C 0.035

Entry 5:
ORCA calculation (ωB97M-V/def2-TZVPD) on a cluster of 11 separate species, C6H33NO11 in total in a non-equilibrium geometry.

As for the energy: -30767.38114 eV. The value obtained for the HOMO energy is -9.2924 eV. The value obtained for the energy above the lowest of the compared OMol25 structures with the same formula, charge and spin is 571.0 kJ/mol.

Element x y z (Å)
C 1.3138 -1.3095 -2.6112
C 0.4246 -2.2107 -1.7609
C -0.9033 -1.6807 -1.5636
C -1.0420 -0.8702 -0.2718
C -1.4396 -1.6035 0.9251
N -1.8116 -0.7628 2.0939
C -0.4849 -2.6073 1.5895
O -0.5787 -3.7785 1.8503
H 2.2890 -1.6655 -2.7211
H 1.5201 -0.3223 -2.0541
H 0.9032 -0.9638 -3.5840
H 0.3715 -3.3315 -2.2507
H 0.9776 -2.2869 -0.7683
H -1.6720 -2.4463 -1.6792
H -1.2501 -1.0598 -2.4487
H -1.8438 -0.0500 -0.4328
H -0.0841 -0.3079 -0.2827
H -2.3405 -2.1387 0.6448
H -0.9029 -0.1972 2.1236
H -1.9532 -1.2712 2.9488
H 0.3678 -2.1330 2.0357
O -4.1800 -0.9447 -1.1545
H -3.4713 -0.9693 -0.4558
H -4.9268 -0.4559 -0.6541
O 4.3448 0.6714 -1.3476
H 4.2212 -0.2103 -0.8614
H 3.3834 0.9828 -1.5581
O -3.3833 1.4486 1.5882
H -2.9824 0.7318 1.2049
H -3.4710 1.2084 2.6201
O 4.1026 -2.2841 -0.3230
H 3.9248 -2.5446 -1.1960
H 4.7767 -1.6447 -0.4790
O 0.7555 1.1261 -3.9545
H -0.0968 0.6927 -3.8048
H 0.4891 1.9813 -4.3868
O 1.5922 2.1391 2.6504
H 1.1274 2.8486 2.1575
H 2.5022 1.9396 2.2636
O 0.8176 -0.4306 3.5476
H 1.1833 -0.8407 4.3224
H 0.8199 0.4776 3.5359
O -2.3685 3.7862 0.5440
H -2.4086 4.4065 1.2416
H -3.0133 3.0231 0.7921
O 0.1301 3.5134 1.0248
H -0.6677 3.1931 0.5481
H -0.0213 4.4835 1.1512
O 1.9003 1.2740 -0.4091
H 1.5071 2.0773 -0.8981
H 1.5520 1.3169 0.5075

Atomic partial charges in e from the Mulliken method, atoms 1 to 2:
1. C -1.131
2. C -0.085

Entry 6:
ORCA calculation (ωB97M-V/def2-TZVPD) on a cluster of 10 separate species, C6H33NO9S in total in a non-equilibrium geometry.

As for the energy: -37506.69079 eV. The value obtained for the HOMO energy is -8.4079 eV. The value obtained for the energy above the lowest of the compared OMol25 structures with the same formula, charge and spin is 535.2 kJ/mol.

Element x y z (Å)
C 0.2293 1.2318 1.8963
C 1.6300 1.3628 1.3785
N 2.0327 0.1373 0.4607
C 1.3125 0.0223 -0.8177
C 2.1734 0.8084 -1.8706
C 1.8854 2.2176 -2.0510
C 0.5879 2.7060 -2.8159
S 1.0239 2.2859 -4.6210
H 0.1946 0.3882 2.6119
H -0.5787 1.1048 1.2428
H -0.0435 2.1004 2.4965
H 1.7109 2.3505 0.7013
H 2.2690 1.5569 2.2079
H 3.0203 0.1312 0.4439
H 0.2252 0.3585 -0.8070
H 1.2518 -1.0085 -1.0640
H 2.4293 0.3028 -2.8252
H 3.2264 0.5210 -1.5791
H 2.6688 2.9545 -2.2600
H 1.8446 2.5869 -0.9795
H -0.2347 2.0095 -2.6882
H 0.2551 3.7040 -2.6179
H 2.0398 1.5176 -4.6486
O 2.8497 -1.8340 3.2356
H 3.0063 -1.1277 3.8288
H 1.9259 -1.4967 2.9235
O 2.1989 -4.5575 2.3173
H 1.8932 -3.8547 2.8315
H 2.8475 -3.9572 1.9389
O -3.4125 1.9638 -2.9144
H -3.8236 1.6307 -2.0935
H -3.1925 2.9238 -2.8089
O -3.9515 0.1323 1.8164
H -4.5317 -0.5174 1.4691
H -3.0611 -0.1188 1.6248
O 0.2641 -4.0406 -0.2803
H 0.5464 -4.2488 -1.1517
H 0.9017 -3.5218 0.2619
O -0.0923 -1.8445 3.2901
H -0.4692 -1.7391 2.4399
H -0.5047 -2.6765 3.7406
O -4.4932 2.2857 -0.5494
H -3.8219 2.8884 -0.2500
H -4.7564 1.8253 0.3353
O -2.7127 -2.3689 1.1173
H -3.4840 -2.8283 1.4536
H -2.1148 -3.0269 0.6568
O -0.7577 -0.1460 -2.2599
H -1.6408 -0.0596 -2.6294
H -0.7671 -1.0356 -2.1379

Atomic partial charges in e from the Mulliken method, atoms 1 to 2:
1. C -0.898
2. C -0.320

Entry 7:
ORCA calculation (ωB97M-V/def2-TZVPD) on a cluster of 11 separate species, C6H34N2O10 in total in a non-equilibrium geometry.

As for the energy: -30214.37735 eV. The value obtained for the HOMO energy is -16.0453 eV. The net charge is +2. The value obtained for the energy above the lowest of the compared OMol25 structures with the same formula, charge and spin is 0.0 kJ/mol.

Element x y z (Å)
C -2.0731 0.4011 2.9656
C -1.4524 -0.3636 1.8095
C -0.1908 0.2834 1.2809
C 0.1302 -0.1448 -0.1329
C -0.6745 -0.5064 -1.1203
C 2.0666 0.5849 -1.3766
N 1.5523 -0.1122 -0.4451
N -1.1787 -1.7613 2.3074
H -2.3690 1.4160 2.6703
H -3.0548 0.1088 3.3487
H -1.4424 0.5573 3.8445
H -2.2836 -0.3744 1.1117
H -0.3054 1.3728 1.3391
H 0.7018 0.1259 1.8865
H -1.7391 -0.5314 -0.9365
H -0.3736 -0.6365 -2.1477
H 3.0631 0.3822 -1.6947
H 1.5432 1.3846 -1.8719
H 2.1129 -0.7553 0.0645
H -2.0148 -2.0253 2.8173
H -0.2898 -1.9003 2.8210
H -1.1558 -2.5078 1.6115
H 0.6794 3.9391 1.5094
H -0.0822 3.4337 0.3143
O -0.0862 3.3984 1.2738
H 3.7134 2.2991 0.7902
H 4.7032 1.7502 -0.2802
O 3.7986 1.6743 0.0550
H -0.6975 2.4024 -2.1711
H -0.9439 3.8685 -2.4326
O -0.2913 3.2701 -2.0545
H 1.6854 -2.3543 -3.8798
H 0.5172 -1.5855 -3.9739
O 0.9317 -2.1471 -3.3017
H 1.1892 1.6686 -4.6519
H 0.2356 1.5033 -3.4187
O 0.8792 1.0494 -3.9800
H 1.9159 0.9369 4.7430
H 0.5296 1.2371 4.0745
O 1.2581 0.6100 4.1180
H -2.1165 -3.2023 -0.3755
H -3.5868 -2.7060 0.0320
O -2.6537 -2.6905 0.2558
H 2.0925 -2.5280 2.7171
H 1.8257 -1.5413 3.7977
O 1.5807 -1.7167 2.8816
H -0.5075 -4.5305 -1.7868
H -0.6135 -3.0503 -2.2274
O -0.7978 -3.6587 -1.4965
H -1.5399 1.1188 -4.2581
H -2.5251 1.4838 -3.1308
O -1.6660 1.0702 -3.2956

Atomic partial charges in e from the Mulliken method, atoms 1 to 2:
1. C -1.711
2. C 0.330

Entry 8:
ORCA calculation (ωB97M-V/def2-TZVPD) on a cluster of 10 separate species, C6H34NO9 in total in a non-equilibrium geometry.

As for the energy: -26684.46765 eV. The value obtained for the HOMO energy is -13.4715 eV. The net charge is +1. The value obtained for the energy above the lowest of the compared OMol25 structures with the same formula, charge and spin is 20.5 kJ/mol.

Element x y z (Å)
C 2.3884 -1.7217 1.3019
C 3.2778 -0.5878 0.7671
C 3.2286 -0.3898 -0.7398
C 2.0676 -0.8635 -1.7227
C 1.6878 0.1859 -2.7837
C 0.4745 -0.3981 -3.5318
N -0.8371 -0.0390 -2.6442
H 2.0137 -1.7204 2.3296
H 1.3758 -1.8004 0.8142
H 2.8080 -2.7150 1.0892
H 4.3528 -0.6556 1.1157
H 2.8337 0.2546 1.2894
H 3.2072 0.7358 -0.7563
H 4.1062 -0.9139 -1.1731
H 2.3511 -1.8620 -2.1185
H 1.1624 -1.0186 -1.1338
H 1.3754 1.0609 -2.1071
H 2.4612 0.4592 -3.4967
H 0.4009 -1.4414 -3.7349
H 0.4165 0.1833 -4.5062
H -0.5220 -0.1340 -1.6650
H -1.0233 0.9648 -2.7177
H -1.6750 -0.5219 -2.9171
H -0.7193 0.2479 0.4258
H 0.8651 0.3676 0.0839
O 0.1341 0.6599 0.6166
H -3.1796 -3.1136 0.9182
H -3.8997 -1.7762 0.9130
O -3.4613 -2.4099 0.3363
H -1.1815 2.9429 -0.8479
H -1.5600 1.6603 -0.2648
O -1.2907 2.0405 -1.1462
H -0.0318 1.1445 3.1514
H -0.0916 2.2689 4.1010
O -0.5976 1.8986 3.3724
H -3.9621 0.2232 -0.0991
H -3.4445 0.9467 1.0751
O -3.2430 0.1611 0.5498
H -2.1232 -2.2634 3.4618
H -1.9755 -0.9848 2.9014
O -1.8796 -1.9097 2.5889
H 0.8064 2.3948 1.2236
H 2.0921 2.5425 0.6235
O 1.6194 2.9170 1.3886
H -2.6156 3.5124 1.4148
H -1.5775 2.5347 1.8023
O -2.2038 2.6827 1.0840
H -1.0540 -2.3359 0.2868
H -2.1953 -1.7178 -0.4538
O -1.1619 -1.6963 -0.4658

Atomic partial charges in e from the Mulliken method, atoms 1 to 2:
1. C -0.764
2. C -0.276

Entry 9:
ORCA calculation (ωB97M-V/def2-TZVPD) on a cluster of 12 separate species, C6H35N2O11 in total in a non-equilibrium geometry.

As for the energy: -32286.13158 eV. The value obtained for the HOMO energy is -12.0075 eV. The net charge is +1. The value obtained for the energy above the lowest of the compared OMol25 structures with the same formula, charge and spin is 0.0 kJ/mol.

Element x y z (Å)
C -0.8290 -1.5438 -1.3735
C -0.4436 -0.2554 -0.6590
C -0.0116 0.9461 -1.4848
C -0.4460 2.2988 -0.9547
C -1.7032 2.7252 -0.8855
C 0.6744 3.1565 0.8313
N 0.5867 3.1092 -0.4291
N 0.6712 -0.6204 0.3032
H -1.5205 -1.2406 -2.1611
H -0.0382 -2.1732 -1.7792
H -1.3369 -2.2552 -0.7170
H -1.2902 0.0686 -0.0578
H 1.0696 0.9521 -1.7162
H -0.4056 0.7613 -2.4920
H -1.9147 3.6773 -0.4080
H -2.5796 2.4068 -1.4219
H 1.4286 3.7862 1.2899
H 0.0701 2.5390 1.4979
H 1.5366 -0.7241 -0.2365
H 0.8415 0.1100 0.9983
H 0.5045 -1.4954 0.7898
H 2.6497 -2.8697 -2.4289
H 2.6174 -1.2935 -2.3059
O 2.1743 -2.1248 -2.0418
H -5.0349 -1.5117 1.5623
H -4.3798 -2.5025 0.6926
O -4.1985 -2.0037 1.4970
H 3.8080 3.2229 -0.4305
H 2.9321 2.9118 -1.5780
O 3.5293 2.4603 -0.9579
H 2.9008 0.8292 -3.3556
H 3.7675 0.7784 -2.1234
O 2.9226 0.4444 -2.4668
H 0.6661 -2.6407 3.0623
H 0.8608 -1.2234 3.6977
O 1.0288 -1.7560 2.9150
H -4.2165 1.3633 -1.9799
H -3.6274 0.9275 -3.3749
O -3.8436 0.6474 -2.4883
H 2.5232 -0.1292 3.4902
H 2.9033 1.4189 3.2618
O 2.3052 0.7867 3.6648
H -0.9796 -4.1512 2.3540
H -1.9194 -3.0078 2.0692
O -0.9807 -3.1974 2.2100
H -0.8697 -0.6715 2.5630
H -1.1900 0.7959 2.8132
O -0.5287 0.2176 2.4148
H 4.0020 0.1572 -0.0975
H 4.5474 -0.9392 0.9749
O 4.0458 -0.1355 0.8134
H -3.9005 -0.6140 -0.6705
H -4.8002 -1.1602 -1.8094
O -4.5790 -1.2584 -0.8809

Atomic partial charges in e from the Mulliken method, atoms 1 to 2:
1. C -1.505
2. C 0.770

> Which of these has the highest energy?

C6H32O9